# 1
Formula: C28H68MnO26
Source: the OMol25 dataset
Level of theory: wB97M-V/def2-TZVPD

Element x y z (Å)
Mn  0.286  -2.121  5.387
C  1.212  -0.264  1.681
C  1.059  -0.146  0.253
C  -0.405  -0.289  -0.344
O  -0.565  -0.009  -1.521
C  -1.452  -0.785  0.525
C  -1.201  -0.959  1.884
C  0.160  -0.627  2.484
O  0.358  -0.717  3.746
O  -2.147  -1.456  2.539
O  1.974  0.105  -0.531
H  2.158  0.006  2.130
H  -2.453  -0.976  0.156
C  -0.216  -3.984  -1.616
C  -1.513  -4.237  -0.847
O  -1.723  -5.639  -0.695
O  -0.393  -4.095  -3.030
H  0.530  -4.703  -1.276
H  0.130  -2.966  -1.401
H  -2.369  -3.689  -1.256
H  -1.495  -3.749  0.132
H  -1.862  -5.937  -1.603
H  0.422  -3.794  -3.445
C  -2.628  0.486  5.087
C  -2.503  -0.915  5.685
O  -1.242  -1.022  6.386
O  -2.857  1.400  6.159
H  -3.500  0.512  4.423
H  -1.799  0.745  4.426
H  -2.552  -1.659  4.895
H  -3.324  -1.045  6.389
H  -1.256  -0.380  7.107
H  -3.136  2.226  5.752
C  2.202  -0.236  -5.428
C  1.294  -0.009  -4.224
O  1.431  -1.043  -3.277
O  3.562  -0.099  -5.129
H  1.880  0.422  -6.235
H  1.932  -1.230  -5.806
H  0.248  0.024  -4.556
H  1.518  0.959  -3.756
H  0.882  -0.789  -2.522
H  3.815  -0.597  -4.346
C  -3.783  -1.608  -4.485
C  -2.872  -1.632  -3.273
O  -3.118  -0.486  -2.453
O  -3.387  -0.549  -5.368
H  -4.844  -1.479  -4.256
H  -3.746  -2.560  -5.017
H  -1.861  -1.749  -3.663
H  -3.216  -2.466  -2.655
H  -2.251  -0.309  -2.062
H  -3.908  0.231  -5.163
C  4.137  -4.247  0.686
C  3.644  -2.833  0.731
O  3.071  -2.511  -0.553
O  3.024  -5.122  0.564
H  4.611  -4.518  1.631
H  4.868  -4.344  -0.123
H  4.486  -2.154  0.893
H  2.911  -2.728  1.535
H  2.709  -1.621  -0.438
H  2.635  -4.926  -0.297
C  4.679  0.133  4.520
C  5.855  0.388  5.468
O  6.063  -0.657  6.424
O  5.102  -0.673  3.414
H  4.234  1.063  4.161
H  3.890  -0.391  5.067
H  5.685  1.315  6.018
H  6.741  0.524  4.844
H  6.726  -1.213  6.002
H  4.940  -0.165  2.610
C  -1.900  3.964  -4.098
C  -1.308  2.570  -3.791
O  -0.923  2.585  -2.426
O  -3.198  4.033  -3.532
H  -1.948  4.114  -5.176
H  -1.287  4.747  -3.643
H  -0.497  2.343  -4.489
H  -2.066  1.804  -3.974
H  -0.687  1.705  -2.095
H  -3.173  3.571  -2.677
C  1.783  3.653  -0.925
C  2.433  4.538  0.092
O  1.610  5.634  0.462
O  1.193  4.377  -1.986
H  0.999  3.035  -0.456
H  2.460  2.894  -1.336
H  3.332  4.938  -0.401
H  2.845  4.030  0.963
H  1.410  6.087  -0.366
H  0.628  3.733  -2.440
C  -2.404  2.455  0.647
C  -3.654  2.258  -0.178
O  -4.001  3.393  -0.974
O  -2.523  3.448  1.687
H  -1.608  2.825  -0.006
H  -2.115  1.508  1.102
H  -4.536  2.055  0.439
H  -3.463  1.355  -0.761
H  -4.033  4.125  -0.348
H  -2.615  4.301  1.252
C  -5.572  -0.781  1.559
C  -7.029  -0.927  1.116
O  -7.950  -1.093  2.181
O  -5.011  -1.969  2.135
H  -5.480  0.085  2.220
H  -4.943  -0.603  0.678
H  -7.139  -1.713  0.368
H  -7.274  0.009  0.613
H  -7.998  -2.008  2.467
H  -4.159  -1.716  2.505
C  5.603  0.670  -1.171
C  5.251  1.432  0.101
O  4.340  0.690  0.907
O  4.545  0.717  -2.129
H  5.729  -0.380  -0.881
H  6.528  0.962  -1.664
H  4.973  2.462  -0.130
H  6.187  1.461  0.666
H  3.472  0.625  0.478
H  3.690  0.562  -1.724

Properties
highest occupied orbital energy (spin up / spin down)	-8.52 / -8.53	eV
energy	-114685.4909	eV
2S+1	6
LUMO level (spin up / spin down)	-4.8 / -4.8	eV
relative energy (zero: lowest compared OMol25 entry of this formula, charge and spin)	2.018	eV
strongest force on any atom	0.083	hartree/bohr
expectation value of S²	8.757
orbital gap (spin up / spin down)	3.70 / 3.70	eV


# 2
Formula: C6H8N2O2
Source: the OMol25 dataset
Level of theory: wB97M-V/def2-TZVPD

Element x y z (Å)
C  -4.135  0.205  -1.010
C  -3.877  -0.471  0.185
C  2.744  -0.843  -0.519
C  1.827  -1.386  0.418
C  1.225  -0.457  1.266
C  2.029  1.531  0.003
H  -3.383  0.557  -1.717
H  -5.152  0.495  -1.369
H  -2.901  -0.708  0.373
H  -4.705  -0.917  0.731
H  3.378  0.873  -1.516
H  2.005  -2.434  0.599
H  0.764  -0.649  2.290
H  0.734  1.713  1.341
N  2.665  0.581  -0.750
N  1.355  0.860  1.030
O  3.516  -1.600  -1.043
O  1.911  2.650  -0.313

Properties
highest occupied orbital energy	-9.41	eV
energy	-13425.3904	eV
LUMO level	0.5	eV
relative energy (zero: lowest compared OMol25 entry of this formula, charge and spin)	1.983	eV
strongest force on any atom	0.118	hartree/bohr
orbital gap	9.86	eV


# 3
Formula: C3H6INO2
Source: the OMol25 dataset
Level of theory: wB97M-V/def2-TZVPD

Element x y z (Å)
C  0.350  -2.678  0.004
C  -1.014  1.385  -0.175
C  1.029  -0.172  -0.178
N  -0.158  0.425  0.548
O  -0.553  -2.354  0.651
O  1.194  -3.124  -0.628
I  2.585  1.373  -0.115
H  -1.465  0.883  -1.031
H  -1.805  1.773  0.467
H  -0.399  2.211  -0.532
H  0.737  -0.201  -1.241
H  -0.721  -0.388  0.838
H  0.221  0.865  1.393

Properties
highest occupied orbital energy	-7.42	eV
energy	-16892.3480	eV
LUMO level	0.4	eV
relative energy (zero: lowest compared OMol25 entry of this formula, charge and spin)	1.905	eV
strongest force on any atom	0.030	hartree/bohr
orbital gap	7.80	eV


# 4
Formula: C3H5N2OS
Source: the OMol25 dataset
Level of theory: wB97M-V/def2-TZVPD

Element x y z (Å)
C  0.363  -0.812  0.020
C  -0.662  -2.783  -1.546
C  0.135  -0.441  -1.447
N  1.469  -0.509  0.504
N  -0.695  -1.582  0.598
O  -0.381  -1.689  -1.976
S  -0.888  -4.235  -1.312
H  -0.386  0.549  -1.520
H  1.214  -0.321  -1.808
H  1.631  -0.913  1.417
H  -1.638  -1.661  0.437
H  -0.407  -1.893  1.504

Properties
highest occupied orbital energy	-14.27	eV
energy	-19044.9130	eV
LUMO level	-5.3	eV
relative energy (zero: lowest compared OMol25 entry of this formula, charge and spin)	2.382	eV
strongest force on any atom	0.088	hartree/bohr
total charge	+1
orbital gap	9.02	eV


# 5
Formula: C3H5NO2
Source: the OMol25 dataset
Level of theory: wB97M-V/def2-TZVPD

Element x y z (Å)
O  -0.063  -0.671  -1.754
C  0.325  -0.537  -0.414
C  0.482  0.946  -0.059
N  -0.312  0.681  1.140
C  -0.669  -0.584  0.796
O  -1.425  -1.373  1.321
H  -0.317  -1.586  -1.923
H  1.251  -1.100  -0.213
H  1.503  1.283  0.119
H  -0.037  1.591  -0.777
H  -0.738  1.351  1.764

Properties
highest occupied orbital energy	-9.74	eV
energy	-8776.3948	eV
LUMO level	0.8	eV
relative energy (zero: lowest compared OMol25 entry of this formula, charge and spin)	1.300	eV
strongest force on any atom	0.024	hartree/bohr
orbital gap	10.55	eV


# 6
Formula: C3H3N3S
Source: the OMol25 dataset
Level of theory: wB97M-V/def2-TZVPD

Element x y z (Å)
C  -0.473  -2.372  0.143
C  0.552  0.817  0.742
C  -0.053  1.310  -0.521
N  -0.602  -3.495  0.329
N  0.466  -0.424  1.015
N  -0.239  -1.093  0.099
S  -0.587  -0.172  -1.415
H  1.083  1.411  1.362
H  -0.839  2.053  -0.517
H  0.692  1.966  -1.237

Properties
highest occupied orbital energy	-8.68	eV
energy	-18462.0078	eV
LUMO level	0.1	eV
relative energy (zero: lowest compared OMol25 entry of this formula, charge and spin)	3.075	eV
strongest force on any atom	0.082	hartree/bohr
orbital gap	8.73	eV


# 7
Formula: CH3N3O3
Source: the OMol25 dataset
Level of theory: wB97M-V/def2-TZVPD

Element x y z (Å)
C  -1.283  0.620  -0.371
N  -0.063  -1.006  0.650
N  1.460  1.157  -1.467
N  1.843  0.663  -0.511
O  -2.285  1.171  -0.690
O  2.167  0.211  0.484
O  -1.342  -0.477  0.425
H  -0.313  0.675  -0.765
H  0.079  -1.013  1.694
H  -0.262  -2.002  0.551

Properties
highest occupied orbital energy	-10.73	eV
energy	-11694.2129	eV
LUMO level	0.7	eV
relative energy (zero: lowest compared OMol25 entry of this formula, charge and spin)	1.670	eV
strongest force on any atom	0.108	hartree/bohr
orbital gap	11.38	eV


# 8
Formula: C19H25ClMoN2
Source: the OMol25 dataset
Level of theory: wB97M-V/def2-TZVPD

Element x y z (Å)
C  0.232  0.863  -5.833
C  1.605  1.373  -5.837
C  -0.010  -0.539  -6.182
C  -0.886  1.810  -5.869
Cl  0.085  0.597  -2.567
H  -0.021  -0.669  -7.279
H  -0.980  -0.889  -5.802
H  0.777  -1.196  -5.784
H  1.922  1.621  -6.866
H  2.312  0.627  -5.448
H  1.699  2.286  -5.234
H  -1.075  2.144  -6.905
H  -0.677  2.705  -5.268
H  -1.813  1.351  -5.499
C  1.494  -0.680  1.674
C  0.819  -1.743  0.996
C  1.238  -1.736  -0.385
H  0.265  -2.541  1.477
C  2.264  -0.742  -0.508
C  2.446  -0.131  0.761
H  3.259  0.530  1.040
H  1.403  -0.448  2.732
H  0.953  -2.473  -1.132
H  2.853  -0.562  -1.398
C  -1.954  0.842  1.287
C  -1.648  -0.487  1.666
C  -1.800  -1.325  0.510
H  -1.416  -0.810  2.678
C  -2.188  -0.512  -0.593
C  -2.277  0.841  -0.117
H  -2.636  1.675  -0.706
H  -2.062  1.675  1.977
H  -1.760  -2.407  0.494
H  -2.438  -0.851  -1.589
Mo  -0.151  0.205  -0.085
N  0.817  5.955  2.648
C  0.707  4.878  1.834
C  1.793  4.000  1.624
C  1.577  2.817  0.939
N  0.345  2.381  0.553
C  -0.609  3.356  0.517
C  -0.507  4.557  1.189
H  1.672  6.166  3.130
H  0.023  6.550  2.841
H  2.774  4.225  2.028
H  2.432  2.192  0.673
H  -1.511  3.145  -0.058
H  -1.370  5.216  1.262

Properties
highest occupied orbital energy (spin up / spin down)	-12.37 / -14.19	eV
energy	-37450.9790	eV
2S+1	3
LUMO level (spin up / spin down)	-7.6 / -7.6	eV
strongest force on any atom	0.045	hartree/bohr
expectation value of S²	2.024
total charge	+2
orbital gap (spin up / spin down)	4.73 / 6.57	eV


Repeat the eighth record exactly.
Formula: C19H25ClMoN2
Source: the OMol25 dataset
Level of theory: wB97M-V/def2-TZVPD

Element x y z (Å)
C  0.232  0.863  -5.833
C  1.605  1.373  -5.837
C  -0.010  -0.539  -6.182
C  -0.886  1.810  -5.869
Cl  0.085  0.597  -2.567
H  -0.021  -0.669  -7.279
H  -0.980  -0.889  -5.802
H  0.777  -1.196  -5.784
H  1.922  1.621  -6.866
H  2.312  0.627  -5.448
H  1.699  2.286  -5.234
H  -1.075  2.144  -6.905
H  -0.677  2.705  -5.268
H  -1.813  1.351  -5.499
C  1.494  -0.680  1.674
C  0.819  -1.743  0.996
C  1.238  -1.736  -0.385
H  0.265  -2.541  1.477
C  2.264  -0.742  -0.508
C  2.446  -0.131  0.761
H  3.259  0.530  1.040
H  1.403  -0.448  2.732
H  0.953  -2.473  -1.132
H  2.853  -0.562  -1.398
C  -1.954  0.842  1.287
C  -1.648  -0.487  1.666
C  -1.800  -1.325  0.510
H  -1.416  -0.810  2.678
C  -2.188  -0.512  -0.593
C  -2.277  0.841  -0.117
H  -2.636  1.675  -0.706
H  -2.062  1.675  1.977
H  -1.760  -2.407  0.494
H  -2.438  -0.851  -1.589
Mo  -0.151  0.205  -0.085
N  0.817  5.955  2.648
C  0.707  4.878  1.834
C  1.793  4.000  1.624
C  1.577  2.817  0.939
N  0.345  2.381  0.553
C  -0.609  3.356  0.517
C  -0.507  4.557  1.189
H  1.672  6.166  3.130
H  0.023  6.550  2.841
H  2.774  4.225  2.028
H  2.432  2.192  0.673
H  -1.511  3.145  -0.058
H  -1.370  5.216  1.262

Properties
highest occupied orbital energy (spin up / spin down)	-12.37 / -14.19	eV
energy	-37450.9790	eV
2S+1	3
LUMO level (spin up / spin down)	-7.6 / -7.6	eV
strongest force on any atom	0.045	hartree/bohr
expectation value of S²	2.024
total charge	+2
orbital gap (spin up / spin down)	4.73 / 6.57	eV